Here is a cluster of 3 separate species, C13H21Cl4NOP in total from OMol25. Energies are from wB97M-V/def2-TZVPD.

The geometry in XYZ format:
```
41
Properties=species:S:1:pos:R:3:forces:R:3
H 4.82319 -1.88062 1.71825 -0.06 -0.08 0.11
N 7.32307 -2.81664 0.25345 -0.52 -0.37 0.04
H -3.19129 1.78994 -1.24135 -0.03 -0.08 0.00
H -4.08797 2.97596 0.79513 -0.08 -0.12 -0.10
Cl -5.08846 5.86016 -1.52258 -0.01 -0.03 0.02
H 5.99587 -1.79065 -1.04324 0.13 0.00 -0.04
C -1.01398 -4.10238 -0.09553 0.41 0.00 0.23
H 0.71405 -4.18242 1.21924 -0.18 -0.10 0.07
H -5.13769 7.88375 -0.33295 0.04 0.00 -0.03
Cl -1.98648 0.07552 -0.14869 -0.81 1.35 0.46
C 3.15982 -2.07782 -0.30031 -0.32 -0.49 -0.19
C -3.50348 6.79112 0.49344 0.03 0.14 0.02
H 7.54286 -3.78788 0.43683 0.18 0.03 0.01
H -3.34156 1.74402 1.81629 0.00 -0.06 -0.01
C -0.01407 -1.59007 -0.87351 0.15 -1.09 -0.37
C -1.19015 -2.08576 -1.44706 0.96 -0.45 -0.21
H -1.40889 -5.06482 0.19746 -0.07 0.01 -0.05
O 2.07142 -1.40377 1.70533 0.19 -0.41 -0.37
C 0.15036 -3.62697 0.48005 -0.03 0.13 -0.16
H -3.39020 7.50223 1.30937 -0.05 -0.04 0.05
H -2.76271 7.01699 -0.26852 -0.01 -0.08 -0.04
H -1.70583 -1.52608 -2.21001 -0.04 -0.04 0.00
H -1.93918 2.43193 -0.17277 0.01 -0.02 0.05
C -1.63755 -3.33512 -1.06447 -0.74 -0.27 -0.33
P 4.57207 -2.69104 0.61262 0.32 0.24 -0.47
C -4.90368 6.85737 -0.05672 -0.05 0.06 0.00
H 2.93725 -2.80648 -1.08506 0.07 0.04 -0.02
H 7.29515 -2.33452 1.14340 0.28 0.16 -0.06
H -5.63387 6.51760 0.67288 0.01 -0.05 -0.01
Cl -5.20245 0.91752 0.62958 0.02 -0.04 0.02
H 3.42163 -1.14122 -0.79833 0.00 0.09 0.17
C -2.74394 1.70343 -0.25487 0.02 0.09 0.10
H 5.90808 -3.55056 -1.13787 0.19 0.05 -0.12
C 6.06714 -2.71205 -0.45903 -0.22 0.17 0.31
C -3.75718 1.94268 0.83100 -0.08 -0.08 0.06
C 0.62788 -2.39200 0.05720 0.66 0.42 0.27
Cl -3.13113 5.17286 1.15334 0.15 0.24 0.05
H -2.52217 -3.74206 -1.53794 -0.05 0.09 0.00
H 0.41824 -0.63863 -1.14776 -0.13 0.03 -0.10
H 4.33832 -3.99257 1.05545 -0.12 0.06 0.21
C 1.92753 -1.91098 0.61828 -0.25 0.49 0.44
```
Positions in Å, forces in eV/Å.

HOMO-LUMO gap in eV: 8.7
F_max in eV Å⁻¹: 1.642
Spin multiplicity: 1
HOMO energy in eV: -11.84
LUMO energy in eV: -3.1
Total charge: +1
Energy in Eh: -2819.7882

Löwdin population analysis, charges in e, atoms 1 to 4: 0.05 -0.01 0.08 -0.02


Here is the molecule C2H4N4 from OMol25. Energies are from wB97M-V/def2-TZVPD.

The geometry in XYZ format:
```
10
Properties=species:S:1:pos:R:3:forces:R:3
H 2.68492 -1.17271 -0.12659 -1.35 1.82 0.76
N 0.53463 1.28556 -0.07561 1.18 -2.21 -0.10
N 0.59968 -0.95992 -0.01876 -1.44 0.56 -1.71
C -1.51825 0.08219 0.03745 -4.00 -0.44 0.00
C 1.79642 -0.44665 -0.00017 1.67 -2.63 0.03
N -0.16143 0.14321 -0.22180 2.80 -0.69 1.92
H -2.07797 -0.56014 -0.73918 0.90 1.27 0.99
N 1.79071 0.86912 0.05187 -0.28 2.55 -0.74
H -1.79359 -0.37676 1.03060 0.75 0.48 -0.89
H -1.85511 1.13610 0.06220 -0.24 -0.72 -0.28
```
Positions in Å, forces in eV/Å.

HOMO-LUMO gap in eV: 11.4
F_max in eV Å⁻¹: 4.019
Spin multiplicity: 1
HOMO energy in eV: -10.75
LUMO energy in eV: 0.7
Energy in Eh: -297.5694
Energy above the lowest of the compared OMol25 structures with the same formula, charge and spin in kcal/mol: 47.0

Löwdin population analysis, charges in e, atoms 1 to 4: 0.14 0.08 0.10 -0.08


F_max of number 2 (C2H4N4)?
4.019 eV Å⁻¹